The following is a DFT calculation (ωB97M-V with the def2-TZVPD basis set) of a molecular structure, C18H20AuBr2FN3O3.

Spin multiplicity ... 3
Highest occupied orbital energy (spin up / spin down) ... -17.06 / -17.14 eV
Total charge ... +3
F_max ... 0.11 eV Å⁻¹

XYZ file:
```
48
Properties=species:S:1:pos:R:3:forces:R:3
Au -0.94260 -4.88892 -2.63054 0.1 0.0 -0.1
Br -1.24625 -7.19207 -3.48315 0.0 0.0 0.0
C -3.08652 -7.41275 -2.79563 0.0 0.0 0.0
Br -4.16387 -5.92946 -3.29392 0.0 0.0 0.1
H -2.98557 -7.48266 -1.71941 0.0 0.0 0.0
H -3.44137 -8.32734 -3.25705 0.0 0.0 0.0
F 0.95401 1.65881 -2.88792 0.0 0.0 0.0
C 0.74744 0.92406 -1.80589 0.0 0.0 0.0
C 0.30043 -0.35032 -1.93749 0.0 0.0 0.0
C -0.02289 -1.09724 -0.79655 0.0 0.0 0.0
C -0.46707 -2.49563 -0.95673 0.0 0.0 -0.1
O -0.53124 -2.91384 -2.15079 0.0 0.0 0.1
C -0.76287 -3.19119 0.22209 0.0 0.0 0.0
C -0.62079 -2.53527 1.43350 0.0 0.0 0.0
N -0.24165 -1.26791 1.60274 0.0 0.0 0.0
C -0.10734 -0.72107 2.95336 0.0 0.0 0.0
C -1.15584 -1.04678 3.96720 0.0 0.0 0.0
C -1.07611 0.33907 3.40467 0.0 0.0 0.0
C 0.08054 -0.50254 0.49498 0.0 0.0 0.0
C 0.53097 0.79460 0.62774 0.0 0.0 0.0
C 0.91648 1.54851 -0.51105 0.0 0.0 0.0
N 1.40609 2.79986 -0.39714 0.0 0.0 0.0
C 2.37612 3.41483 -1.32311 0.0 0.0 0.0
C 1.92820 4.79716 -1.76519 0.0 0.0 0.0
N 1.71131 5.66688 -0.55575 0.0 0.0 0.0
C 0.75910 5.02665 0.41570 0.0 0.0 0.0
C 1.22217 3.62403 0.80479 0.0 0.0 0.0
C -1.27155 -4.62076 0.38467 0.1 0.0 0.0
O -1.56755 -4.98648 1.49233 0.0 0.0 0.0
O -1.36915 -5.41395 -0.64833 0.0 0.0 0.0
H 0.17281 -0.78156 -2.92163 0.0 0.0 0.0
H -0.84770 -3.09984 2.33082 0.0 0.0 0.0
H 0.92549 -0.67441 3.27566 0.0 0.0 0.0
H -0.81396 -1.22321 4.97632 0.0 0.0 0.0
H -2.00050 -1.65014 3.66347 0.0 0.0 0.0
H -0.69762 1.13320 4.03350 0.0 0.0 0.0
H -1.86197 0.62151 2.71540 0.0 0.0 0.0
H 0.66650 1.19767 1.61894 0.0 0.0 0.0
H 2.54802 2.79710 -2.19431 0.0 0.0 0.0
H 3.32334 3.47597 -0.77548 0.0 0.0 0.0
H 0.98681 4.76405 -2.31224 0.0 0.0 0.0
H 2.68834 5.26069 -2.39161 0.0 0.0 0.0
H 1.33936 6.57678 -0.84711 0.0 0.0 0.0
H 2.60760 5.86642 -0.09960 0.0 0.0 0.0
H -0.21473 4.99892 -0.07176 0.0 0.0 0.0
H 0.69335 5.65685 1.30095 0.0 0.0 0.0
H 0.45155 3.20429 1.44424 0.0 0.0 0.0
H 2.16066 3.65743 1.36632 0.0 0.0 0.0
```
Positions in Å, forces in eV/Å.

Here are the natural (NBO) charges for atoms 1 to 6, given in e:
1 Au 1.061
2 Br 0.191
3 C -0.511
4 Br 0.135
5 H 0.261
6 H 0.266

---

The following is a DFT calculation (ωB97M-V with the def2-TZVPD basis set) of C3H9PS3 in the gas phase at a distorted geometry.

SMILES ... CC(C)P(=S)(S)S
Highest occupied orbital energy ... -9.05 eV
Energy relative to the best compared isomer or geometry (same formula, charge and spin) ... 0.903 eV
F_max ... 4.73 eV Å⁻¹

XYZ file:
```
16
Properties=species:S:1:pos:R:3:forces:R:3
C 1.22588 -1.22709 0.24836 -0.4 -2.6 -0.9
C 0.56538 -0.08893 -0.34950 -3.5 3.0 -0.8
C 1.15904 1.29762 -0.06123 1.5 0.5 1.1
P -1.36488 -0.14366 0.15980 1.6 0.4 -0.8
S -1.98375 -0.41000 1.96129 0.3 0.0 0.1
S -1.93406 1.74264 -0.68838 -0.8 -1.1 -1.3
S -1.95712 -1.71876 -1.14715 1.0 1.1 -1.1
H 1.61340 -1.08409 1.21704 -0.4 0.3 1.7
H 0.51738 -2.14925 0.16851 1.8 1.3 0.2
H 2.15337 -1.32460 -0.27926 0.5 -0.9 -0.8
H 0.48380 -0.04915 -1.47582 0.0 -0.9 1.0
H 0.93488 1.73258 0.94728 0.6 -1.1 -0.1
H 0.74141 2.16694 -0.62252 0.8 -1.2 -0.6
H 2.31676 1.10260 -0.17681 -2.1 1.1 0.2
H -1.67365 2.37991 0.41208 0.2 0.5 1.2
H -2.79783 -2.22675 -0.31369 -1.0 -0.5 1.1
```
Positions in Å, forces in eV/Å.

Here are the natural (NBO) charges for atoms 1 to 6, given in e:
1 C -0.652
2 C -0.444
3 C -0.648
4 P 0.893
5 S -0.505
6 S -0.279

---

The following is a DFT calculation (ωB97M-V with the def2-TZVPD basis set) of a molecular structure, C30H37BN12OSn.

Spin multiplicity ... 2
Highest occupied orbital energy (spin up / spin down) ... -9.31 / -11.29 eV
Energy relative to the best compared isomer or geometry (same formula, charge and spin) ... 0.000 eV
Total charge ... +1
F_max ... 0.85 eV Å⁻¹

XYZ file:
```
82
Properties=species:S:1:pos:R:3:forces:R:3
Sn 0.03083 0.13299 -0.36312 0.1 0.0 -0.5
C 2.28409 2.85272 0.32896 0.0 0.1 -0.1
C 2.48828 1.66491 1.20246 -0.1 -0.1 0.0
C 3.46746 1.47686 2.17767 0.0 -0.1 0.0
C 3.19804 0.24206 2.72795 0.0 0.0 0.1
N 2.11878 -0.26787 2.12361 0.0 0.1 -0.1
N 1.68576 0.59592 1.17160 0.0 0.1 -0.1
B 1.40485 -1.62096 2.26254 0.0 0.0 0.0
N -0.11767 -1.37678 2.43718 0.0 -0.1 0.0
C -0.89057 -1.78431 3.45152 0.0 0.0 0.1
C -2.18331 -1.36381 3.21546 0.1 0.0 0.0
C -2.12722 -0.67685 2.00214 0.1 0.0 0.0
C -3.22619 0.01852 1.28226 -0.1 0.0 0.0
N -0.87163 -0.70319 1.54866 -0.2 0.1 -0.1
N 1.63263 -2.41835 0.95131 -0.1 0.2 -0.1
C 2.50525 -3.39507 0.67715 0.0 -0.1 0.1
C 2.38525 -3.73166 -0.65216 0.0 0.0 0.0
C 1.40959 -2.87173 -1.15639 0.0 0.1 0.2
C 0.89110 -2.83452 -2.55104 -0.1 0.0 -0.1
N 0.97013 -2.06608 -0.17971 0.0 0.0 -0.1
N 1.88078 -2.40996 3.44961 0.1 -0.2 0.2
C 1.74222 -3.74268 3.67069 -0.1 -0.1 0.1
C 1.97211 -3.97993 5.00159 -0.1 0.0 -0.2
C 2.23181 -2.70549 5.55002 0.0 -0.1 -0.1
C 2.53634 -2.35870 6.96712 0.0 0.0 0.1
N 2.15863 -1.77595 4.61722 0.1 0.3 0.1
H 2.33166 3.76445 0.92508 0.0 0.0 0.0
H 3.06984 2.92339 -0.42651 0.0 0.0 0.0
H 1.31949 2.83581 -0.17433 0.0 0.0 0.0
H 4.25037 2.15851 2.45252 0.1 0.0 0.0
H 3.66461 -0.29484 3.53074 0.1 0.0 0.1
H -0.46382 -2.33117 4.27418 0.0 0.0 0.1
H -3.04686 -1.51782 3.83474 -0.1 0.0 0.1
H -4.18613 -0.40736 1.56925 0.0 0.0 0.0
H -3.23747 1.07953 1.53011 0.0 0.0 0.0
H -3.11749 -0.07227 0.20379 0.0 0.0 -0.1
H 3.15292 -3.78099 1.44358 0.0 0.0 0.0
H 2.92613 -4.49020 -1.18651 0.0 -0.1 0.0
H 0.17775 -3.64326 -2.71503 0.0 0.0 0.0
H 0.37756 -1.90342 -2.77133 0.0 0.0 0.0
H 1.70599 -2.96711 -3.26071 0.0 0.0 0.0
H 1.46678 -4.41991 2.88116 0.0 0.0 0.0
H 1.96458 -4.92803 5.50816 0.0 -0.1 0.0
H 2.97650 -3.20850 7.48549 0.0 0.0 0.0
H 3.23255 -1.52368 7.01742 0.0 0.0 0.0
H 1.63096 -2.07416 7.50457 0.0 0.0 0.0
N 0.34194 2.80421 -4.43873 0.0 0.1 0.0
C 0.37460 2.07575 -3.30229 0.1 0.0 -0.2
O -0.32202 2.34663 -2.34184 -0.2 0.0 0.3
C 1.30768 0.87682 -3.33853 0.2 0.0 -0.3
C 1.73729 0.37920 -1.99825 -0.6 -0.1 0.6
H -0.27156 3.60086 -4.47985 0.0 0.0 0.0
H 0.95171 2.60827 -5.21137 0.0 0.0 0.0
H 2.18390 1.14861 -3.94278 0.0 0.0 0.0
H 0.79991 0.08877 -3.90308 -0.1 0.0 0.0
H 2.36446 1.04971 -1.42754 0.2 0.0 -0.1
H 2.08098 -0.64344 -1.97768 0.4 0.0 -0.1
N -0.82658 2.38907 1.23406 0.0 0.1 0.1
C -0.90205 3.01065 2.19760 0.0 -0.1 -0.2
C -1.00008 3.77910 3.40088 0.0 0.0 0.1
C -0.05030 3.58403 4.40367 -0.1 0.1 0.0
C -0.14730 4.32130 5.57156 0.0 0.0 0.0
C -1.17876 5.23731 5.73129 0.0 0.0 0.0
C -2.12040 5.42519 4.72874 0.0 0.0 0.0
C -2.03803 4.69688 3.55459 0.1 0.0 0.1
H 0.74300 2.86201 4.26248 0.0 0.0 0.0
H 0.58065 4.18101 6.35862 0.0 0.0 0.0
H -1.24971 5.81031 6.64516 0.0 0.0 0.0
H -2.91885 6.14091 4.86237 0.0 0.0 0.0
H -2.76022 4.83403 2.76269 0.0 0.0 0.0
C -2.13947 -3.42210 -0.29653 0.0 -0.1 0.1
C -2.35249 -2.50993 -1.44796 0.0 -0.1 0.0
N -1.81938 -1.31925 -1.61755 0.1 0.0 0.3
C -2.29148 -0.84075 -2.81538 -0.1 0.1 -0.1
C -3.11453 -1.75858 -3.38177 -0.1 0.0 -0.1
N -3.14499 -2.81364 -2.50209 0.1 0.0 0.0
H -1.41208 -2.98225 0.37832 0.0 0.0 0.0
H -1.76110 -4.39050 -0.62802 0.0 0.0 0.0
H -3.06592 -3.58970 0.25292 0.0 0.0 0.0
H -2.02422 0.13751 -3.17132 0.0 0.1 -0.1
H -3.67825 -1.76003 -4.29593 0.0 0.0 0.0
H -3.66621 -3.66619 -2.61607 0.0 0.0 0.0
```
Positions in Å, forces in eV/Å.

Here are the Mulliken charges for atoms 1 to 6, given in e:
1 Sn 1.093
2 C -1.584
3 C 0.673
4 C -1.953
5 C 0.177
6 N 0.303

---

The following is a DFT calculation (ωB97M-V with the def2-TZVPD basis set) of 2 unconnected molecules or ions with the total composition C3H7NO2.

SMILES ... O=C1NCCO1.[H][H]
Highest occupied orbital energy ... -10.14 eV
Energy relative to the best compared isomer or geometry (same formula, charge and spin) ... 1.385 eV
F_max ... 0.46 eV Å⁻¹

XYZ file:
```
13
Properties=species:S:1:pos:R:3:forces:R:3
O -1.27147 -1.97489 -0.70866 0.3 0.3 0.1
C -0.53722 -1.05702 -0.46122 -0.2 -0.1 -0.1
N -0.60294 0.24018 -0.92095 -0.1 -0.1 -0.1
C 0.67047 0.89961 -0.72617 0.1 0.1 0.0
C 1.11378 0.15292 0.53120 0.1 0.2 0.0
O 0.53702 -1.14668 0.37793 -0.1 -0.1 -0.1
H -1.20755 0.43076 -1.70130 0.1 -0.1 -0.1
H 1.36500 0.72457 -1.56055 -0.1 0.0 0.1
H 0.56549 1.97519 -0.56619 0.0 -0.2 0.0
H 2.19434 0.04632 0.63229 -0.1 0.0 0.0
H 0.69918 0.62397 1.43049 0.1 -0.1 -0.1
H -1.47071 -0.66238 1.94008 -0.1 0.0 0.1
H -2.05538 -0.25257 1.73304 0.0 0.0 0.1
```
Positions in Å, forces in eV/Å.

Here are the natural (NBO) charges for atoms 1 to 6, given in e:
1 O -0.599
2 C 0.882
3 N -0.653
4 C -0.241
5 C -0.077
6 O -0.498

---

The following is a DFT calculation (ωB97M-V with the def2-TZVPD basis set) of a molecular structure, C2H3FMnO at a distorted geometry.

Spin multiplicity ... 6
Highest occupied orbital energy (spin up / spin down) ... -8.87 / -8.98 eV
F_max ... 3.36 eV Å⁻¹

XYZ file:
```
8
Properties=species:S:1:pos:R:3:forces:R:3
Mn 1.18372 1.25004 -0.28388 0.3 -0.8 0.9
O -0.30022 0.03775 -0.48651 -0.7 -0.3 -2.1
C 0.60978 -0.99573 -0.38429 -0.5 -0.1 2.9
C 1.63557 -0.68516 0.43656 0.9 -0.3 -1.4
H 0.15568 -1.98882 -0.51957 0.5 0.3 -0.6
H 2.32327 -1.48645 0.71571 0.2 0.5 -0.1
F -2.16820 0.11646 0.93879 1.6 -1.3 -1.1
H -1.32788 -0.26105 0.31009 -2.2 2.1 1.4
```
Positions in Å, forces in eV/Å.

Here are the natural (NBO) charges for atoms 1 to 6, given in e:
1 Mn 1.355
2 O -0.903
3 C 0.001
4 C -0.725
5 H 0.202
6 H 0.200

---

The following is a DFT calculation (ωB97M-V with the def2-TZVPD basis set) of 4 unconnected molecules or ions with the total composition C3H13O3S at a distorted geometry.

Highest occupied orbital energy ... -2.92 eV
Energy relative to the best compared isomer or geometry (same formula, charge and spin) ... 1.858 eV
Total charge ... -1
F_max ... 5.83 eV Å⁻¹

XYZ file:
```
20
Properties=species:S:1:pos:R:3:forces:R:3
C 0.35118 1.65412 0.06569 1.4 -1.9 2.8
C 0.24968 0.26892 -0.58960 -5.3 2.2 1.1
C -0.20840 -0.85744 0.33026 -0.3 -0.2 0.0
S 0.82625 -1.12753 1.76621 0.8 -0.2 0.2
H 0.54182 2.38203 -0.62450 0.0 2.1 -2.1
H 1.26786 1.69510 0.72481 -0.9 -0.4 -0.5
H -0.44182 1.88845 0.75003 -0.8 0.2 0.0
H -0.60204 0.42431 -1.40977 2.5 -0.7 0.7
H 1.22374 0.13296 -0.81641 2.9 -1.3 -2.0
H -0.26868 -1.72478 -0.33655 0.1 -0.4 0.2
H -1.21306 -0.76796 0.76960 -0.1 0.6 -0.7
H 1.30908 -1.46847 -2.79674 0.4 0.1 -0.5
H -0.07993 -1.78151 -3.01475 0.1 0.0 -0.8
O 0.73223 -1.67603 -3.55026 -0.5 0.0 1.3
H 1.57714 0.33776 4.72809 -0.2 -1.0 0.8
H 1.69331 -0.96392 4.09207 -0.5 -0.2 1.0
O 1.56020 -0.61152 5.01382 0.6 1.2 -1.8
H -2.30540 0.34551 -1.24705 0.8 0.2 0.6
H -3.12742 1.39049 -2.08623 0.4 -1.1 0.6
O -3.08574 0.45952 -1.76872 -1.4 0.9 -1.1
```
Positions in Å, forces in eV/Å.

Here are the natural (NBO) charges for atoms 1 to 6, given in e:
1 C -0.614
2 C -0.401
3 C -0.538
4 S -0.726
5 H 0.181
6 H 0.217